Record 1
{"formula": "C3H10N3S", "method": "ωB97M-V/def2-TZVPD", "elements": ["H", "H", "N", "H", "C", "H", "C", "N", "C", "H", "H", "S", "H", "H", "H", "H", "N"], "xyz": [[0.15, 2.86, 0.19], [0.59, -1.93, 1.43], [-0.38, -0.42, -1.56], [-1.31, 2.35, -0.35], [-0.69, -1.09, -0.04], [-1.17, -2.03, -0.28], [1.03, 0.17, 1.14], [-1.51, -0.26, 0.63], [0.69, -1.22, 0.60], [-0.12, 0.56, -1.36], [0.35, -0.91, -2.07], [-0.60, 1.00, 1.33], [-1.25, -0.43, -2.10], [1.63, 0.76, 0.45], [1.45, -1.60, -0.08], [1.52, 0.15, 2.12], [-0.39, 2.03, -0.05]], "homo_energy_ev": -13.54, "total_charge": 1}

***

Record 2
{"formula": "C3H10N3S2", "method": "ωB97M-V/def2-TZVPD", "elements": ["N", "H", "H", "H", "H", "C", "N", "H", "S", "C", "C", "H", "H", "H", "N", "H", "H", "S"], "xyz": [[0.21, -1.43, 0.21], [3.71, 0.69, 0.10], [-3.81, -0.48, -0.55], [-3.67, 1.02, 0.66], [0.05, -2.23, 0.77], [1.90, 0.10, -0.58], [3.08, 0.70, -0.67], [-1.29, 1.05, 1.52], [0.67, 1.81, 0.52], [-0.85, 1.07, 0.52], [-3.24, 0.09, 0.16], [3.30, 1.24, -1.51], [2.05, -1.16, 0.85], [-0.16, -1.71, -0.72], [1.47, -0.94, 0.06], [1.25, 0.08, -1.44], [-2.87, -0.54, 0.91], [-1.80, 0.64, -0.82]], "homo_energy_ev": -12.37, "total_charge": 1}